Density functional theory data (ωB97M-V/def2-TZVPD) for a molecular structure, C29H28N2O2PPdS.

The geometry in XYZ format:
```
64
Properties=species:S:1:pos:R:3:forces:R:3
Pd -1.197964 -0.110220 0.358788 0.0 0.1 0.1
C -4.397608 0.425883 1.096012 0.0 0.1 0.0
C -4.052615 1.835421 0.623389 0.0 0.0 0.0
C -3.253413 2.584039 1.686289 -0.1 0.0 0.0
C -3.353492 1.852188 -0.748587 0.0 0.0 0.0
C -3.388476 3.247820 -1.382751 0.0 0.0 0.0
O -2.041586 3.538821 -1.742222 0.0 0.0 0.0
C -1.237020 2.521210 -1.311010 0.1 0.0 0.0
N -1.925054 1.536322 -0.715837 0.0 -0.1 -0.1
C 0.141218 2.685922 -1.557366 -0.1 0.0 0.0
C 0.559542 3.933305 -2.128573 0.0 0.0 0.0
C 1.853230 4.184072 -2.475037 -0.1 0.0 0.0
C 2.855395 3.200744 -2.298108 0.0 0.0 0.0
C 2.497575 1.997652 -1.742214 0.0 0.0 0.0
C 1.184485 1.711044 -1.332405 0.0 0.0 0.1
P 0.889133 0.087006 -0.690723 0.0 0.1 0.0
C 2.131403 -0.326455 0.562850 0.0 -0.1 -0.1
C 2.801750 0.645936 1.295408 0.0 0.0 0.0
C 3.636894 0.276501 2.342777 0.0 0.0 0.0
C 3.805419 -1.061068 2.665319 0.0 0.0 0.0
C 3.134596 -2.038380 1.937551 0.0 0.0 0.0
C 2.300504 -1.673679 0.894989 0.0 0.0 0.0
C 1.180974 -1.083882 -2.048665 -0.1 0.0 0.0
C 0.104432 -1.356584 -2.891518 0.0 0.0 0.0
C 0.269649 -2.178064 -3.994422 0.0 0.0 0.0
C 1.510802 -2.740947 -4.260990 0.0 0.0 0.0
C 2.585107 -2.475133 -3.425008 0.0 0.0 0.0
C 2.423335 -1.648346 -2.321783 0.0 0.0 0.0
H -5.024106 0.464918 1.989071 0.0 0.0 0.0
H -3.502127 -0.143027 1.361152 0.0 0.0 0.0
H -4.932859 -0.135916 0.328030 0.0 0.0 0.0
H -5.000860 2.363728 0.466052 0.0 0.0 0.0
H -2.352332 2.029556 1.953311 0.0 0.0 0.0
H -3.849595 2.708569 2.591829 0.0 0.0 0.0
H -2.942681 3.574783 1.349118 0.0 0.0 0.0
H -3.870507 1.131136 -1.392376 0.0 0.0 0.0
H -3.734626 4.009471 -0.681448 0.0 0.0 0.0
H -4.003559 3.292831 -2.281131 0.0 0.0 0.0
H -0.187747 4.696100 -2.287940 0.0 0.0 0.0
H 2.110944 5.147606 -2.896748 0.0 0.0 0.0
H 3.878702 3.390009 -2.592397 0.0 0.0 0.0
H 3.256739 1.233466 -1.604468 0.0 0.0 0.0
H 2.665711 1.691704 1.049465 0.0 0.0 0.0
H 4.157497 1.040102 2.906428 0.0 0.0 0.0
H 4.459667 -1.344488 3.480125 0.0 0.0 0.0
H 3.259835 -3.085423 2.185051 0.0 0.0 0.0
H 1.771145 -2.435379 0.331484 0.0 0.0 0.0
H -0.865145 -0.920037 -2.676350 0.0 0.0 0.0
H -0.571851 -2.385265 -4.643157 0.0 0.0 0.0
H 1.638943 -3.388614 -5.118827 0.0 0.0 0.0
H 3.554306 -2.911398 -3.631050 0.0 0.0 0.0
H 3.266768 -1.445806 -1.672635 0.0 0.0 0.0
O -0.724232 -0.653027 2.367871 0.0 0.0 -0.1
N -0.542175 -1.938516 2.635655 0.0 0.0 0.0
C -0.013870 -2.230584 3.845033 0.0 0.0 0.0
C 0.207134 -3.522393 4.228515 0.0 0.0 0.0
C -0.117953 -4.548946 3.337562 0.0 0.0 0.0
C -0.642383 -4.232248 2.111221 0.0 0.0 0.0
C -0.863634 -2.896794 1.733501 0.0 0.0 0.0
S -1.494072 -2.466805 0.193552 0.0 0.0 0.0
H 0.208791 -1.357477 4.438743 0.0 0.0 0.0
H 0.630542 -3.723055 5.201380 0.0 0.0 0.0
H 0.047534 -5.583344 3.607864 0.0 0.0 0.0
H -0.896190 -4.996554 1.390342 0.0 0.0 0.0
```
Positions in Å, forces in eV/Å.

The expectation value of S² is 3.7746. The calculation puts the HOMO energy (spin up / spin down) at -4.81 / -8.09 eV. Its total energy is -2249.2204 Eh. The value obtained for the HOMO-LUMO gap (spin up / spin down) is 5.20 / 7.12 eV. Its spin multiplicity is 4. The LUMO energy (spin up / spin down) comes out at 0.39 / -0.96 eV.

---

Density functional theory data (ωB97M-V/def2-TZVPD) for a single C3H7NO4S2 molecule at a distorted geometry.

The geometry in XYZ format:
```
17
Properties=species:S:1:pos:R:3:forces:R:3
C 2.682429 -0.520784 -0.831725 2.1 1.3 -0.6
S 1.214142 -0.676592 0.197424 -0.6 2.8 -1.9
O 1.326892 0.282252 1.278870 0.4 -1.1 0.1
O 0.861953 -2.045500 0.330739 0.0 -0.5 0.6
C -0.209352 0.174526 -0.770321 0.6 -1.2 0.6
N -0.116357 0.850485 -1.797412 -0.7 0.3 -1.9
S -1.868958 0.003846 -0.012200 -0.5 0.3 0.0
C -1.728870 0.556192 1.790297 1.1 1.0 -2.6
O -2.398689 -1.339050 0.053984 0.7 0.4 0.0
O -2.572104 0.949847 -0.879762 0.0 -0.4 1.5
H 3.605977 -0.617637 -0.110996 -1.9 0.3 -1.3
H 2.811446 -1.242758 -1.658796 -0.6 -0.3 0.9
H 2.732639 0.473272 -1.438205 -0.4 -1.3 1.8
H -1.074133 1.153882 -2.248416 2.0 -0.5 1.7
H -2.612564 0.058536 1.987252 -1.8 -0.8 1.6
H -0.830307 0.310821 2.353526 -0.2 -0.6 -0.5
H -1.824150 1.628656 1.755742 -0.3 0.4 0.1
```
Positions in Å, forces in eV/Å.

Its energy above the lowest of the compared OMol25 structures with the same formula, charge and spin is 167.34 kJ/mol. The calculation puts the HOMO energy at -10.08 eV. Its total energy is -1270.4840 Eh. The value obtained for the HOMO-LUMO gap is 10.26 eV. The LUMO energy comes out at 0.19 eV.

---

Density functional theory data (ωB97M-V/def2-TZVPD) for 4 unconnected molecules or ions with the total composition C2H11NO4 at a distorted geometry.

The geometry in XYZ format:
```
18
Properties=species:S:1:pos:R:3:forces:R:3
N -0.595163 -1.317536 0.710472 -1.2 -5.0 4.1
C -0.264340 -1.246727 -0.608023 0.7 4.0 -4.5
C -1.553748 -1.308605 -1.390906 0.7 1.3 0.2
O -2.042228 -0.338090 -1.930050 -0.1 -1.4 0.1
H -1.563957 -1.014104 0.979744 1.4 0.0 -0.7
H -0.625748 -2.405526 0.786826 -0.3 2.2 1.2
H 0.533373 -1.841535 -1.044277 0.0 -0.8 0.7
H 0.094420 -0.229507 -0.803280 0.2 0.1 -0.3
H -2.007724 -2.261768 -1.126099 -1.3 -0.5 -0.6
O -0.874053 1.637754 1.008446 0.4 -0.9 0.5
H -1.367925 2.366785 0.693483 -1.0 1.2 -0.3
H -0.216650 1.548726 0.320150 0.6 -0.2 -0.2
O 2.084592 1.814421 -0.529023 0.8 -0.9 3.1
H 2.885063 2.284607 -0.744021 0.3 0.5 -0.7
H 2.347071 1.543430 0.441343 -1.4 0.3 -2.4
O 2.141705 0.063456 1.873610 1.0 -1.2 0.2
H 1.551497 -0.387851 2.560429 1.7 0.5 -1.8
H 2.965110 -0.468836 1.572106 -2.6 0.8 1.4
```
Positions in Å, forces in eV/Å.

Its energy above the lowest of the compared OMol25 structures with the same formula, charge and spin is 302.19 kJ/mol. The calculation puts the HOMO energy at -9.13 eV. Its total energy is -438.4424 Eh. The value obtained for the HOMO-LUMO gap is 9.64 eV. The LUMO energy comes out at 0.51 eV.